Entry from the Open Molecules 2025 dataset: a structure of composition C27H28BeF5N2OP2S5 at a distorted geometry (ωB97M-V/def2-TZVPD).

Geometry as ORCA input:
```
! RIJCOSX wB97M-V def2-TZVPD def2/J DEFGRID3
* xyz -1 1
C -1.1476 0.9021 2.7744
H 4.5999 -0.7029 -0.3579
H 0.0720 2.1495 3.9573
C -0.7169 0.5395 -4.7439
C 5.9531 1.9258 3.3380
C -5.6935 0.5778 -3.1784
H 1.4435 0.7476 -2.5761
S -1.7214 1.9293 -4.2480
C -1.1664 -0.7323 -4.6273
H 3.5223 -3.5187 -0.0085
C -8.0243 -0.9818 -2.8476
H 0.6587 -0.7821 4.9021
S 0.8729 0.7058 -5.5861
C 3.2958 0.9900 3.4713
F -9.1861 -1.6342 -2.6748
P -0.1359 -0.7105 2.5902
H 4.7897 -1.8740 -1.5692
C 1.7467 0.9692 -1.5209
F -7.7491 -0.8993 -0.5532
S -0.1142 -1.9874 -5.1992
P 1.3764 -0.4786 -0.3658
Be -3.1807 0.7552 -3.7289
C -2.7022 0.4492 2.8024
C -0.8265 1.7248 1.5142
H -2.8433 -0.2606 3.6217
C 2.7866 -2.7291 0.2873
H 1.1184 -2.7180 -1.9841
H -1.6153 2.5799 4.0450
H 3.4912 1.2542 5.5999
H 2.8374 -3.2080 -2.2444
C 0.0639 -1.4320 4.2753
C 2.7274 -1.6875 -0.8045
H 3.0604 -2.2979 1.2658
H 2.2772 -1.6615 -2.9548
C -0.8935 1.7575 3.9786
H -0.8917 -1.7087 4.6738
F -8.1557 -1.1565 -5.2263
H -1.0742 1.0923 0.6538
C 3.8989 1.2933 2.2239
C 5.2972 1.7123 4.5880
H -1.4852 2.5531 1.5017
N 2.1303 0.3382 3.5602
H 2.8057 1.1887 -1.6228
F -5.6828 0.8753 -0.8132
H 6.9874 2.1969 3.2548
H 3.9634 -0.3802 -1.9286
H -1.0246 1.2473 4.8729
C 1.5339 -0.0564 2.4342
N 3.2778 0.9224 1.0378
H 1.8118 -3.1913 0.4380
H -3.0196 -0.0167 1.8640
O -4.5532 1.2516 -3.3161
H 5.8364 1.8004 5.5444
F -6.0178 0.3481 -5.5199
C 2.1542 0.2628 1.1607
H 0.5445 -2.4380 4.2400
H 5.6800 1.9121 1.2536
C 1.1404 -0.9996 -5.8716
C -7.3363 -0.4971 -1.7556
S 2.4849 -1.6786 -6.6294
C -7.5768 -0.6928 -4.1324
H 0.1841 2.1875 1.5367
C 2.1432 -2.3578 -2.0658
C 5.2220 1.7603 2.2060
C -6.2521 0.3478 -1.9239
H 1.2158 1.8553 -1.2070
C -6.3752 0.0471 -4.2591
H -3.2835 1.3575 2.9855
C 3.9652 1.3289 4.6734
C 4.1379 -1.1567 -1.1537
S -2.6631 -1.2101 -3.9284
*
```

As for the largest force on an atom: 3.45 eV/A. For the HOMO-LUMO gap, the calculation gives 5.85 eV. The value obtained for the energy relative to the best compared isomer or geometry (same formula, charge and spin) is 0.000 eV.

These are the Löwdin partial charges, in e, on atoms 1 to 5:
1. C -0.69
2. H 0.03
3. H 0.05
4. C -1.05
5. C -0.08



Entry from the Open Molecules 2025 dataset: a structure of composition C27H28BrCdN10O5 (ωB97M-V/def2-TZVPD).

Geometry as ORCA input:
```
! RIJCOSX wB97M-V def2-TZVPD def2/J DEFGRID3
* xyz 1 1
C 1.9832 3.6423 0.3050
C 0.4156 -3.0161 -2.9059
O -0.3285 -5.3562 -4.3452
C 0.5949 -1.8135 -2.2486
C -0.3938 -3.9828 -2.3261
C 3.2413 3.0017 -3.4595
H -3.6684 -5.4916 3.0444
O -3.2174 -4.7122 2.7071
H -2.7429 3.6859 0.6619
H 1.8386 -0.9666 3.3160
O 4.0083 0.7230 3.2128
H -4.3400 -3.4412 3.9249
H -4.6491 2.1594 0.6267
H -0.8100 6.8717 0.0491
N 3.2549 3.2511 0.2837
C -1.3024 2.2301 0.9600
N -0.5655 4.4480 0.4577
C 2.6555 -1.1494 2.6150
N -0.8282 -1.2809 1.6921
C -3.7368 1.8156 1.1012
C -0.7875 -2.4257 -0.5311
C 3.3485 0.2018 2.3387
H -4.9679 -3.6797 2.2825
N 1.0229 2.7037 0.5375
H 0.1575 -6.0230 -2.5202
H -1.5650 -5.7333 -2.7120
H -0.9470 -1.7428 2.5946
C -0.2141 3.1892 0.6345
N 1.7203 4.9276 0.0631
C -2.7080 -2.5759 1.0512
N 0.1248 6.5543 -0.1316
H -2.4804 0.7465 3.4837
O 3.9586 3.8930 -4.1471
C 3.1448 0.9191 -2.3275
C 0.4428 5.2789 0.1374
H -4.7124 0.0943 1.7600
H 4.8912 1.6286 -3.3670
C -3.1678 -1.2698 3.1323
H -1.0198 -4.8714 -4.8064
C -4.0519 -3.5754 2.8792
C -3.7926 0.6652 1.7770
H 0.8687 7.2197 -0.2398
C -1.0108 -3.6653 -1.1249
C -2.6901 0.0808 2.6399
H 1.3588 4.0655 -3.4412
H 3.3776 -1.8023 3.1054
Cd 1.2214 0.2457 0.2699
H 1.2157 -1.0482 -2.6906
C -3.2964 -2.3715 2.3795
C -1.4975 -2.1049 0.7252
C 3.8690 1.8194 -3.0752
H 3.4754 2.3329 0.6870
H 0.2209 2.3075 -2.1328
H 3.4362 4.6705 -4.3724
N -0.8805 0.9202 1.1101
C 1.2656 2.2014 -2.4007
C -0.5732 -5.3401 -2.9596
C -1.4398 -0.0111 1.7741
H 2.8960 -1.9708 0.7724
H 3.9497 3.9777 0.2670
H -1.6475 -4.3883 -0.6313
O 3.1502 0.6634 1.1436
N 2.1133 -1.7077 1.3629
N 0.0400 -1.5132 -1.0731
Br 3.9280 -0.7577 -1.9551
H 1.5843 -2.5500 1.5523
C 1.8963 3.1772 -3.1343
H -3.6029 -1.2704 4.1260
N 1.8728 1.0933 -1.9568
C -2.5853 2.6530 0.9383
H 0.9142 -3.2105 -3.8452
H -3.2364 -3.2395 0.3779
*
```

As for the largest force on an atom: 0.62 eV/A. For the HOMO-LUMO gap, the calculation gives 8.28 eV. The value obtained for the energy relative to the best compared isomer or geometry (same formula, charge and spin) is 2.591 eV.

These are the Löwdin partial charges, in e, on atoms 1 to 5:
1. C -0.45
2. C 0.01
3. O -0.04
4. C -0.15
5. C -0.17



Entry from the Open Molecules 2025 dataset: a structure of composition C27H28Cl2F4N8O7RuS2Sb at a distorted geometry (ωB97M-V/def2-TZVPD).

Geometry as ORCA input:
```
! RIJCOSX wB97M-V def2-TZVPD def2/J DEFGRID3
* xyz 0 6
C -3.2117 2.5461 -2.9493
S 1.9660 0.1573 3.4135
F 7.1077 -1.3388 -4.7624
C -2.6447 2.5140 -0.3557
O -0.9896 -0.8971 0.3357
C 2.7244 -1.1657 -0.5905
H -4.2094 0.9321 3.2741
O 2.2174 1.1015 2.2278
C -0.2585 2.8738 2.5278
H -2.5263 3.3790 -3.0449
H -4.5320 -0.6280 -0.3003
H -2.7764 -2.8576 1.9064
H 0.9436 -3.3477 1.4572
F 5.9204 -2.7104 -2.8707
O 0.6017 0.4980 3.8985
C 6.1030 2.6888 -5.7004
C 6.4047 1.3306 -5.4203
H -3.3159 -1.5150 2.9516
C -3.6503 1.6077 3.9213
H -3.4019 -1.3293 -3.0804
H -0.8480 -1.6933 5.8415
H -5.5512 -0.4351 -1.7633
C 4.0203 0.3565 -2.7119
H 1.6231 3.0031 1.8725
N 8.3051 0.4330 -6.9009
C -3.7288 0.5362 -1.9087
Cl -4.7723 3.4180 -2.9045
H -2.6123 -2.4796 -0.3852
H -1.6733 -2.5713 -1.8863
H 1.0192 -4.0056 3.0966
N 4.4193 -4.0457 -0.5028
O -3.6340 2.0345 0.0153
C 0.3515 -3.6258 2.3257
C 5.4890 -1.4740 -3.1214
C 7.4564 0.8078 -6.2178
H -0.7460 1.1763 -3.3596
O 1.8561 -1.2028 2.7657
S -1.4781 3.4173 3.6217
C -0.1398 -2.2089 5.1972
H -4.2461 2.5031 4.1023
H -2.6420 0.0716 5.0694
H -3.9961 1.0949 -3.6500
C -1.5956 0.9215 -2.7322
H -4.2726 -2.6108 -2.1677
C -4.5296 -0.5117 -1.3816
H -0.1662 0.8307 -1.1557
F 2.9969 0.9250 -2.0511
H -2.6715 1.2106 -4.1161
Cl -2.9909 1.1132 -2.9471
H -0.3968 -4.3715 2.0640
O 2.9668 0.2493 4.4251
H -3.0567 0.0133 -3.4415
N 0.8629 3.5479 2.2663
Ru 0.6215 0.2509 1.2004
C -2.6897 -2.3996 2.8876
H -0.1607 -3.2808 5.3841
C 4.1818 -2.9871 -0.8904
O -1.6317 3.0386 -0.5618
H -2.8023 1.6138 5.9185
F 4.2098 2.3192 -3.9283
N -0.5955 1.7453 1.9310
C 4.6434 1.0824 -3.6849
C -2.3900 1.9783 3.2162
Sb -0.5590 -1.8582 3.1315
C 4.4195 -0.9517 -2.3671
H -2.9330 -3.1175 3.6677
C -1.4262 -0.7376 -0.8211
H 0.8548 -1.8017 5.3612
C -3.6818 -1.6974 -2.1096
C 6.1083 -0.7559 -4.1077
C -2.3516 -1.9491 -1.2974
N 5.9224 3.7950 -5.9681
C 5.7307 0.5700 -4.4318
N -0.9261 0.3119 -1.5881
C 3.7898 -1.6861 -1.3109
H 1.1099 4.3273 2.8505
N -1.8005 1.2453 2.3506
C -3.3064 0.9176 5.2489
H -4.2156 0.5661 5.7342
N 1.7875 -0.8060 -0.0120
*
```

As for the largest force on an atom: 15.71 eV/A. For the HOMO-LUMO gap (alpha / beta), the calculation gives 5.99 / 5.55 eV. The expectation value of S² is 8.83. The value obtained for the energy relative to the best compared isomer or geometry (same formula, charge and spin) is 29.310 eV.

These are the Löwdin partial charges, in e, on atoms 1 to 5:
1. C -0.74
2. S 0.26
3. F 0.13
4. C -0.48
5. O -0.20



Question: What is the largest force on an atom in the second record?
Answer: 0.62 eV/A



Question: Which value of largest force on an atom does entry 2 give?
Answer: 0.62 eV/A



Question: Look up the largest force on an atom of the third one.
Answer: 15.71 eV/A



Question: Which of these has the lowest energy relative to the best compared isomer or geometry (same formula, charge and spin)?
Answer: C27H28BeF5N2OP2S5